Density functional theory data (ωB97M-V/def2-TZVPD) for a cluster of 2 separate species, C11H22F3NO7PS in total.

Geometry as XYZ:
```
46
Properties=species:S:1:pos:R:3:forces:R:3
C -4.67259 2.28946 1.86787 -0.207 0.236 0.549
C -3.16285 2.77059 2.40048 -0.814 -0.250 4.998
O -3.01014 2.83128 3.72506 0.018 -0.367 -7.956
N -2.12974 3.10167 1.34870 -0.827 0.544 2.107
C -2.73296 4.30798 0.59977 -1.186 0.066 -0.036
C -0.79437 3.50598 1.93127 1.031 1.370 0.726
C 0.49356 3.27710 0.93358 -0.284 0.619 0.231
C 0.30311 2.08541 -0.17577 0.795 0.972 -0.632
C 0.11913 0.57876 0.44487 2.765 -0.393 -1.424
S -1.64537 -0.07238 0.39339 -1.691 2.413 0.403
O -2.59949 0.79750 -0.76860 3.675 -1.930 0.398
P -1.65094 -2.10196 -0.40818 -1.219 -3.596 -7.076
O -1.67929 -1.93843 -2.00858 0.730 -0.278 6.784
O -3.20581 -2.77391 0.06685 3.953 0.756 -0.046
O -0.27867 -3.04199 0.10967 -3.432 2.504 0.865
H -5.37686 2.09195 2.81020 1.975 0.491 -1.946
H -5.22119 3.14638 1.25408 1.406 -1.984 1.081
H -4.61256 1.27395 1.26790 -0.016 2.273 0.974
H -3.57573 3.89186 -0.13540 2.027 1.177 1.520
H -3.24081 4.96306 1.44971 1.029 -0.885 -2.126
H -1.91791 4.93516 0.03655 -1.594 -1.472 1.092
H -0.85867 4.68058 2.12762 0.352 -2.489 -0.105
H -0.52400 3.00957 2.95541 -1.127 0.726 -1.976
H 1.43587 3.12029 1.64829 -1.996 0.055 -1.779
H 0.69831 4.30627 0.37626 -0.398 -2.409 0.870
H -0.53760 2.38492 -0.96830 1.700 -0.774 1.986
H 1.31266 2.06107 -0.81262 -2.220 -0.182 1.437
H 0.75517 -0.15765 -0.24681 -1.512 1.507 1.415
H 0.61752 0.47410 1.52359 -1.856 0.218 -2.049
H -1.98859 0.84572 -1.58542 -1.407 -0.195 1.065
H -3.20814 -3.77410 0.00123 0.221 1.340 0.021
H -0.21409 -3.11717 1.10686 -0.145 -0.061 -1.235
C 1.97161 -3.71653 -2.68855 0.194 -0.137 -0.207
C 2.47135 -3.04712 -1.42168 -0.531 0.072 -0.291
O 3.66741 -3.68870 -0.95280 1.666 0.382 -0.224
C 4.83845 -3.28622 -1.54154 -1.945 1.887 -1.604
O 4.90345 -2.43522 -2.42464 0.266 -2.120 2.187
C 6.03142 -4.00766 -0.91533 2.378 -1.492 0.789
F 5.80737 -5.34232 -0.73886 -0.258 1.287 -0.331
F 6.34371 -3.50981 0.31483 -0.679 -0.034 -1.024
F 7.16605 -3.91234 -1.66429 -1.575 0.246 0.479
H 1.83766 -4.79136 -2.52876 -0.069 0.180 0.083
H 1.01851 -3.28467 -3.00421 0.063 -0.014 0.057
H 2.69169 -3.60345 -3.50465 -0.126 0.110 0.128
H 1.72206 -3.15466 -0.63053 0.598 -0.185 -0.097
H 2.63230 -1.97298 -1.56851 0.270 -0.184 -0.079
```
Positions in Å, forces in eV/Å.

Its LUMO energy is -5.7 eV. The max |F| comes out at 8.0 eV Å⁻¹. The charge is +1.

Density functional theory data (ωB97M-V/def2-TZVPD) for a cluster of 2 separate species, C7H11N2O2 in total.

Geometry as XYZ:
```
22
Properties=species:S:1:pos:R:3:forces:R:3
C 0.30451 0.79992 -3.12815 -0.202 -0.542 0.354
C -0.06105 -0.80596 -1.00924 -0.015 0.325 -0.697
C 0.61466 -0.32227 -2.18862 1.436 2.000 -0.258
C 2.01621 -1.42545 -1.05023 0.233 -0.448 -0.251
N 0.85171 -1.49847 -0.34793 -1.746 -0.519 0.308
N 1.90831 -0.68467 -2.15342 -0.183 -0.917 0.732
H -1.06604 -0.55918 -0.71362 -0.037 -0.511 0.443
H 0.51325 -2.08087 0.44228 0.424 0.655 0.801
H 1.22352 0.97278 -3.67397 -0.146 -0.177 -0.544
H 0.14181 1.73937 -2.59424 -0.401 -0.185 0.272
H 2.87552 -1.98177 -0.70783 0.168 0.200 -0.135
H -0.55958 0.56486 -3.74661 0.027 0.255 -0.190
C -0.57168 0.69942 2.63762 -0.187 -1.834 0.180
C -0.80075 1.38960 1.28885 0.210 0.180 0.376
C -1.28306 -0.69710 2.67129 -0.321 0.214 -1.231
O -0.67199 -1.62107 2.03596 0.707 -0.273 -0.637
O -2.40912 -0.78154 3.15276 -0.060 0.175 0.447
H 0.46832 0.38290 2.71737 0.199 0.711 0.442
H -0.97423 1.20565 3.51049 0.365 0.529 -0.143
H -0.98803 2.45429 1.42797 -0.239 -0.013 -0.166
H -1.62924 0.91324 0.76640 -0.208 0.283 -0.057
H 0.09697 1.33633 0.66286 -0.023 -0.108 -0.046
```
Positions in Å, forces in eV/Å.

Its LUMO energy (spin up / spin down) is -0.3 / -4.5 eV. The max |F| comes out at 2.5 eV Å⁻¹. The expectation value of S² is 0.764. The spin multiplicity is 2. The charge is 0.

Density functional theory data (ωB97M-V/def2-TZVPD) for a structure of composition C25H61Br3O16P4.

Geometry as XYZ:
```
109
Properties=species:S:1:pos:R:3:forces:R:3
C 0.91758 0.94176 2.93688 0.645 0.713 -0.337
Br 1.79085 -0.76433 3.16841 -0.310 0.198 -0.310
Br 0.24927 1.33764 1.12833 0.185 -0.526 0.720
Br 2.23324 2.37620 3.37277 -0.870 -0.697 0.059
H 0.06195 0.94743 3.61213 0.354 0.308 -0.140
C 8.54492 -2.07925 0.41558 -1.224 -2.448 -2.617
C 8.60632 -1.10091 1.46968 0.484 0.993 0.982
O 9.67539 -0.18736 1.04446 0.076 1.026 0.057
P 9.41494 1.39663 1.19079 0.507 -0.490 1.052
O 9.13426 1.75354 2.59488 -0.216 0.334 -1.182
O 10.77111 2.06013 0.55894 -2.029 -2.587 0.341
C 10.96688 3.43770 0.66419 1.419 1.579 0.769
C 11.71582 3.76986 2.01614 0.974 -0.747 -0.825
O 8.20945 1.72110 0.16300 1.381 -0.305 0.392
C 8.45040 1.57596 -1.24295 -1.032 2.087 -1.754
C 8.31386 3.01094 -1.93154 -0.235 -0.733 0.595
H 7.87316 -2.92524 0.56095 -0.389 0.087 0.844
H 8.11322 -1.67694 -0.50087 0.392 0.377 -0.216
H 9.45128 -2.62619 0.15590 0.474 0.660 0.221
H 7.67414 -0.55770 1.62473 -0.003 0.091 -0.205
H 8.81295 -1.60357 2.41452 0.618 0.522 0.193
H 11.65189 3.62852 -0.16192 0.100 0.347 0.061
H 10.07615 4.01426 0.41462 -0.274 -0.049 0.590
H 11.88593 4.79601 2.34203 -1.055 0.173 -0.160
H 11.48296 3.09022 2.83587 -0.855 0.400 -0.021
H 12.75755 3.49451 1.85152 0.226 -0.291 -0.412
H 9.36461 1.09530 -1.59125 0.383 0.104 0.856
H 7.65865 0.95634 -1.66400 -0.219 -0.006 0.293
H 8.20894 2.91981 -3.01263 0.334 -0.161 -0.032
H 7.41946 3.54872 -1.61701 -0.329 -0.490 0.269
H 9.09141 3.73469 -1.68717 0.485 -0.471 -0.086
C -4.71788 -1.63030 -9.98374 -0.160 0.282 0.202
C -3.92303 -2.12239 -8.80474 0.302 -1.298 0.584
O -3.33810 -1.11134 -7.96990 0.111 -0.254 1.126
P -3.43953 -1.27359 -6.34782 -0.552 4.044 -2.064
O -4.49584 -2.16220 -5.91943 -0.315 -1.409 0.623
O -3.81447 0.29453 -5.96201 1.246 -0.545 -0.383
C -5.00226 1.01560 -6.42989 -0.712 -0.892 0.554
C -4.79744 2.51177 -6.66679 2.378 -0.480 -0.270
O -1.93510 -1.50145 -5.82107 -1.851 1.301 -0.958
C -1.93000 -2.28016 -4.63663 2.463 -1.360 0.648
C -0.47139 -2.38656 -4.08089 -0.840 -0.857 0.593
H -4.13151 -1.30567 -10.84331 0.057 -0.356 -0.004
H -5.38180 -2.47155 -10.18280 0.069 0.080 -0.720
H -5.37692 -0.79358 -9.75207 0.040 0.025 0.380
H -4.53639 -2.81366 -8.22677 -0.521 0.639 0.494
H -3.15149 -2.84659 -9.06617 0.528 0.445 -0.675
H -5.37350 0.54286 -7.33918 0.142 -0.015 -0.137
H -5.75278 0.81383 -5.66562 -0.088 0.176 0.048
H -4.13188 2.97553 -5.93874 -0.677 -0.045 0.890
H -4.06562 2.56530 -7.47282 -0.416 0.105 -0.807
H -5.65222 3.15033 -6.88971 -0.123 -0.528 0.153
H -2.64194 -1.93348 -3.88762 0.067 -0.009 -0.107
H -2.14467 -3.28980 -4.98686 -0.520 -0.088 0.535
H 0.26329 -2.77854 -4.78424 -0.131 0.763 -0.549
H -0.08851 -1.58422 -3.45021 -0.117 0.364 -0.567
H -0.48339 -3.24265 -3.40632 -0.378 -0.084 0.417
C -1.82172 -9.70308 11.25851 1.379 0.462 -1.886
C -1.52140 -8.97913 9.90695 -2.487 -0.395 -0.765
O -0.31203 -9.28619 9.26686 1.754 -2.208 -1.328
P -0.26058 -10.24784 7.91077 0.033 1.143 0.738
O 1.10672 -10.38983 7.38411 -0.855 0.030 0.448
O -1.28014 -9.51047 6.88383 0.601 -1.531 0.573
C -0.91938 -8.32612 6.15363 -0.827 1.137 1.751
C -1.40862 -7.12765 7.03174 1.019 -0.060 -0.571
O -1.03440 -11.62004 8.31302 1.515 2.622 0.178
C -1.04274 -12.65838 7.35344 -1.372 -1.701 0.370
C -2.48075 -12.79771 6.95616 -1.019 -0.245 -1.146
H -2.11088 -10.73288 11.04867 0.206 -0.009 0.113
H -0.80265 -9.64751 11.64128 -0.371 -0.356 1.268
H -2.61909 -9.22730 11.82941 0.436 0.221 0.054
H -2.24258 -9.31330 9.16109 -0.896 0.526 0.296
H -1.55532 -7.89057 9.95156 -0.108 -0.039 0.426
H 0.15535 -8.20718 6.01612 0.007 -0.445 -0.123
H -1.44211 -8.38822 5.19917 0.100 0.049 0.098
H -1.21267 -6.22394 6.45468 -0.624 0.221 -0.060
H -2.41344 -7.21178 7.44571 -0.179 -0.022 -0.699
H -0.78281 -6.98479 7.91268 0.325 -0.418 -0.030
H -0.37710 -12.57156 6.49467 0.072 0.584 0.192
H -0.80258 -13.59378 7.85885 0.579 0.165 0.248
H -2.63049 -13.69192 6.35113 0.194 0.145 -0.560
H -3.23184 -12.96044 7.72913 0.596 0.250 0.709
H -2.79980 -11.89949 6.42748 -0.080 -0.126 -0.291
C -5.47444 9.06539 0.56703 0.491 -0.623 -0.045
C -6.26582 9.44774 -0.69311 0.066 0.031 2.022
O -5.65270 10.58042 -1.34896 1.006 -1.486 -1.123
P -4.59064 10.14865 -2.51715 -0.339 -0.016 0.003
O -3.87536 11.33444 -3.02610 -0.575 -1.069 0.112
O -3.64030 8.97376 -1.90831 -1.406 0.999 -1.149
C -2.21234 9.01171 -2.04406 0.994 -0.842 0.960
C -1.71170 7.58310 -1.66428 0.247 0.366 0.101
O -5.53089 9.26381 -3.53460 2.137 0.630 1.855
C -6.78887 9.71371 -3.97031 -0.425 -0.248 -2.526
C -6.58792 10.08037 -5.50742 -0.341 -0.193 0.932
H -4.59631 8.47757 0.29970 0.148 0.229 -0.164
H -5.12715 9.89490 1.18297 -0.283 0.220 -0.226
H -6.02428 8.37791 1.20980 -0.454 0.166 -0.030
H -6.35405 8.53898 -1.28849 0.000 0.340 -0.506
H -7.25645 9.75763 -0.36035 -0.060 0.175 -0.402
H -1.82587 9.33270 -3.01138 -0.609 -0.243 -0.316
H -1.85216 9.77991 -1.35978 0.146 -0.202 0.257
H -2.06082 7.24612 -0.68824 -0.615 0.205 -0.092
H -1.95091 6.82520 -2.41025 -0.379 0.197 -0.046
H -0.63629 7.47934 -1.52001 0.256 0.671 -0.375
H -7.45559 8.86001 -3.84875 -0.146 0.003 -0.121
H -7.20862 10.52562 -3.37641 0.321 0.239 -0.127
H -6.29685 9.27108 -6.17707 0.235 -0.643 0.717
H -7.49299 10.41438 -6.01475 -0.049 0.689 0.439
H -5.75184 10.77886 -5.54203 -0.366 0.401 -0.152
```
Positions in Å, forces in eV/Å.

Its LUMO energy is -0.3 eV. The max |F| comes out at 4.6 eV Å⁻¹. The charge is 0.

Density functional theory data (ωB97M-V/def2-TZVPD) for a cluster of 3 separate species, C5H16NO2 in total.

Geometry as XYZ:
```
24
Properties=species:S:1:pos:R:3:forces:R:3
C -2.95990 0.62861 0.47183 -1.102 0.502 0.674
C -1.57142 0.82354 1.07115 0.197 0.123 0.687
C -0.62984 1.67133 0.21691 0.282 0.291 -0.376
C 0.05116 1.00570 -0.98336 -0.197 0.362 -0.670
C 2.44402 1.30803 -1.15968 2.141 -0.489 -0.308
N 1.41309 0.55093 -0.72752 -2.119 0.428 0.007
H -3.76425 0.74705 1.21533 0.401 0.036 0.200
H -3.18517 1.43060 -0.22896 0.063 -0.248 -0.455
H -3.20364 -0.35588 0.07467 0.521 0.047 -0.515
H -1.60525 1.39444 2.00593 -0.525 -0.186 0.043
H -1.20545 -0.15848 1.39544 0.516 0.141 -0.278
H -1.19434 2.56267 -0.08857 -0.205 -0.284 -0.269
H 0.16654 2.14009 0.79967 0.078 -0.397 0.314
H -0.56166 0.21613 -1.42420 0.067 -0.408 0.457
H 0.08701 1.67924 -1.84655 0.287 0.339 0.334
H 3.41693 0.83943 -1.27861 -0.193 -0.175 0.203
H 2.50646 2.38345 -1.24125 -0.913 0.083 0.172
H 1.43876 -0.34845 -0.27437 0.753 -0.054 -0.288
H 0.07480 -2.97990 -0.84662 -0.277 0.105 0.449
H -0.72328 -1.74403 -0.22043 0.226 -0.633 0.002
O -0.12098 -2.04238 -0.91453 -0.032 0.420 -0.486
H 1.25701 -3.64571 1.61806 -0.238 -0.464 -0.252
H 1.93842 -2.58053 2.36289 0.349 0.449 0.399
O 1.39575 -2.70107 1.58774 -0.077 0.009 -0.043
```
Positions in Å, forces in eV/Å.

Its LUMO energy (spin up / spin down) is 0.4 / 0.3 eV. The max |F| comes out at 2.2 eV Å⁻¹. The expectation value of S² is 0.753. The spin multiplicity is 2. The charge is 0.

Relative energy (zero: lowest compared OMol25 entry of this formula, charge and spin) (computed, kJ/mol): 582.5; 125.8; 287.0; 36.5